[1]
A cluster of 3 separate species, C18H42ClN2O11PS in total, computed with ωB97M-V with the def2-TZVPD basis set.

The LUMO energy is 0.317 eV. Its SMILES is CP(O)OC(=O)N(N)CCCCS(=O)(=O)Cl.COCCOCCOC.COCCOCCOC. The total energy is -2847.8003 Ha. The charge is 0. As for the spin multiplicity: 1. For the energy above the lowest of the compared OMol25 structures with the same formula, charge and spin, the calculation gives 0.00 kJ/mol. The calculation puts the gap between HOMO and LUMO at 9.2837 eV.

Geometry as XYZ:
```
76
Properties=species:S:1:pos:R:3:forces:R:3:lowdin_charge:R:1
C 3.3626 0.5696 -0.8652 -0.389 0.356 -0.078 -0.23
P 2.7218 1.0914 0.7623 0.281 -0.115 0.220 0.91
O 1.8224 -0.2179 1.1188 -0.185 0.084 -0.142 -0.30
O 1.5497 2.1179 0.0934 -0.084 -0.141 -0.077 -0.24
C 1.2698 3.2912 0.7196 -0.001 0.394 -0.180 -0.60
O 1.6644 3.5915 1.7975 -0.071 -0.080 0.375 0.13
N 0.5383 4.1765 -0.1362 0.014 -0.104 -0.450 -0.12
N 1.5712 4.7638 -0.9659 0.073 -0.185 0.232 0.07
C -0.5209 3.5521 -0.9445 -0.112 0.081 0.084 -0.19
C -1.7521 3.1642 -0.1285 0.203 0.046 0.066 -0.16
C -1.7696 1.7663 0.4984 -0.251 -0.077 0.178 -0.23
C -3.1823 1.1739 0.4177 0.542 0.499 0.456 -0.29
S -3.2140 -0.5850 0.4903 -0.534 0.089 -0.756 0.32
O -4.5616 -1.0238 0.6553 0.096 -0.098 0.099 -0.33
O -2.4269 -1.0576 -0.6078 0.158 -0.291 0.271 -0.35
Cl -2.2253 -1.0068 2.2016 0.166 0.001 0.164 0.44
H 3.4334 1.4586 -1.4892 0.318 0.039 -0.059 0.04
H 2.6626 -0.1011 -1.3657 0.040 -0.167 -0.026 0.04
H 4.3332 0.1040 -0.7421 0.119 -0.118 -0.095 0.04
H 1.4118 -0.6026 0.3308 -0.087 -0.093 0.147 0.06
H 1.1111 5.3277 -1.6682 -0.099 0.210 0.116 0.08
H 2.0592 4.0205 -1.4667 -0.127 -0.077 -0.180 0.07
H -0.8474 4.3271 -1.6364 0.081 0.133 -0.049 0.12
H -0.1622 2.7231 -1.5582 0.067 -0.168 0.026 0.11
H -2.6056 3.2731 -0.7952 -0.066 -0.037 -0.081 0.11
H -1.8712 3.9023 0.6637 -0.086 0.168 -0.027 0.12
H -1.4914 1.8205 1.5495 0.166 -0.047 0.040 0.11
H -1.0688 1.0864 0.0231 0.110 0.014 -0.269 0.10
H -3.8240 1.5512 1.2094 -0.151 -0.032 0.024 0.12
H -3.6229 1.4124 -0.5481 -0.186 -0.239 -0.110 0.10
C 0.6762 -6.1682 5.7062 -0.018 0.050 0.099 -0.12
O 1.3453 -4.9730 6.0353 0.050 0.043 -0.267 -0.19
C 2.7322 -5.1312 6.2727 -0.111 -0.023 0.163 -0.20
C 3.5401 -3.9892 5.7002 0.075 0.121 0.082 -0.19
O 3.6225 -3.9650 4.2874 0.111 -0.051 -0.070 -0.12
C 2.4837 -3.5710 3.5403 -0.058 -0.092 -0.068 -0.18
C 2.1241 -2.1071 3.6356 -0.187 -0.013 0.210 -0.21
O 1.5283 -1.7924 4.8858 0.293 -0.100 0.162 -0.19
C 1.9018 -0.5319 5.3966 -0.140 -0.012 -0.050 -0.11
H 0.5409 -6.8083 6.5855 0.024 -0.055 -0.029 0.09
H -0.3035 -5.8971 5.3159 -0.020 0.012 0.046 0.09
H 1.2155 -6.7287 4.9346 0.006 -0.018 0.012 0.09
H 3.0925 -6.0737 5.8451 -0.018 0.003 -0.032 0.12
H 2.9014 -5.1577 7.3578 0.106 -0.083 -0.015 0.13
H 4.5704 -4.1348 6.0344 0.007 0.002 0.003 0.13
H 3.2024 -3.0309 6.1003 -0.167 -0.043 -0.033 0.12
H 1.6201 -4.1997 3.7678 -0.039 0.097 0.119 0.12
H 2.7617 -3.7618 2.5006 0.006 -0.004 -0.002 0.13
H 1.4071 -1.8744 2.8494 0.012 0.038 -0.217 0.10
H 3.0204 -1.5005 3.4686 0.020 0.015 0.021 0.12
H 2.9829 -0.3730 5.3194 0.007 0.012 -0.012 0.09
H 1.6228 -0.5094 6.4492 -0.051 0.005 -0.010 0.09
H 1.3859 0.2831 4.8761 0.064 0.027 -0.018 0.09
C -3.3605 2.8424 -7.0971 0.071 -0.025 -0.078 -0.11
O -2.2573 2.1669 -6.5372 -0.143 -0.067 0.245 -0.19
C -1.4245 2.9809 -5.7350 0.045 -0.006 -0.203 -0.20
C -0.9380 2.2510 -4.5042 0.145 -0.067 0.017 -0.18
O -1.9276 2.0128 -3.5197 -0.039 0.090 0.144 -0.14
C -2.9075 1.0099 -3.7582 -0.117 0.019 -0.007 -0.17
C -2.3944 -0.4096 -3.7156 -0.028 -0.184 -0.162 -0.20
O -1.6578 -0.7451 -4.8806 0.176 0.331 0.033 -0.19
C -0.5406 -1.5659 -4.6334 -0.087 -0.072 -0.072 -0.11
H -3.0551 3.4940 -7.9233 -0.030 0.051 0.024 0.09
H -4.0448 2.0874 -7.4799 0.030 -0.012 -0.040 0.09
H -3.8867 3.4401 -6.3445 0.005 0.019 -0.007 0.09
H -1.9524 3.8907 -5.4267 -0.031 -0.011 0.011 0.12
H -0.5459 3.2754 -6.3251 0.012 0.121 0.069 0.13
H -0.2131 2.9087 -4.0155 0.018 0.003 0.003 0.12
H -0.4121 1.3327 -4.7743 -0.131 -0.051 -0.106 0.12
H -3.4648 1.2029 -4.6765 0.125 -0.046 -0.090 0.12
H -3.6076 1.1154 -2.9250 -0.024 -0.006 -0.011 0.12
H -3.2576 -1.0834 -3.6441 -0.006 0.009 0.168 0.14
H -1.7871 -0.5389 -2.8174 0.037 -0.030 -0.007 0.10
H 0.0405 -1.2042 -3.7769 -0.006 -0.012 0.016 0.08
H 0.0921 -1.5342 -5.5195 -0.032 -0.031 -0.027 0.09
H -0.8371 -2.6044 -4.4484 0.036 0.004 0.067 0.09
```
Forces are in eV/Å.

---

[2]
A structure of composition C18H42CrN3OP2S at a distorted geometry, computed with ωB97M-V with the def2-TZVPD basis set.

The LUMO energy (spin up / spin down) is -2.086 / -2.634 eV. The expectation value of S² is 6.032. The total energy is -3075.6968 Ha. The charge is +1. As for the spin multiplicity: 5. The calculation puts the gap between HOMO and LUMO (spin up / spin down) at 5.9994 / 8.2007 eV.

Geometry as XYZ:
```
68
Properties=species:S:1:pos:R:3:forces:R:3:nbo_charge:R:1
Cr -0.0094 -0.0650 -0.2786 -0.095 0.794 0.220 0.37
P 2.0454 0.6307 -0.9620 2.354 0.553 -0.613 0.92
P -2.1467 -0.7977 -0.0806 -2.250 -0.977 0.341 0.96
N -0.7602 1.1129 -1.9716 -0.454 0.963 -0.111 -0.66
C 1.5692 1.8307 -2.2980 0.347 0.145 -0.462 -0.72
H 2.2637 2.6879 -2.2729 -0.388 -0.295 -0.174 0.25
H 1.7387 1.3087 -3.2557 -0.019 0.184 0.324 0.24
C 0.1112 2.2967 -2.2666 0.057 0.107 -0.475 -0.22
H -0.0453 3.1528 -1.5880 -0.113 -0.704 0.093 0.22
H -0.1864 2.6427 -3.2780 0.293 0.166 0.488 0.21
C -2.1966 1.5170 -1.7695 -0.044 0.019 -0.381 -0.22
H -2.5506 1.8582 -2.7647 -0.152 -0.017 0.601 0.21
H -2.3166 2.3732 -1.0794 0.474 -0.565 -0.135 0.22
C -2.9902 0.2831 -1.3268 -0.533 0.032 -0.413 -0.73
H -3.1698 -0.3392 -2.2201 0.055 0.153 0.324 0.24
H -3.9817 0.5779 -0.9464 0.346 -0.057 -0.280 0.25
C -3.0461 -0.4186 1.4874 -0.192 0.287 -0.176 -0.52
C -2.4449 -1.1555 2.6803 0.039 -0.127 0.525 -0.61
H -2.7137 -0.6290 3.6054 0.032 -0.068 -0.128 0.22
H -1.3509 -1.2314 2.6544 -0.271 0.046 -0.132 0.22
H -2.8468 -2.1695 2.7773 0.095 0.214 -0.062 0.22
C -2.6016 -2.5216 -0.6071 -0.055 0.140 -0.260 -0.50
C -2.2462 -3.5719 0.4496 0.085 -0.290 0.049 -0.61
H -2.3066 -4.5667 -0.0112 0.020 0.194 0.072 0.23
H -2.9523 -3.5763 1.2892 0.140 0.085 -0.250 0.21
H -1.2304 -3.4657 0.8488 -0.199 0.062 -0.062 0.22
C 3.1871 -0.5650 -1.8243 -0.168 0.139 -0.197 -0.50
C 3.9343 -1.4754 -0.8438 0.110 -0.272 0.041 -0.61
H 4.3831 -2.3053 -1.4066 -0.100 0.179 0.102 0.23
H 3.2856 -1.9230 -0.0808 0.088 0.165 -0.129 0.22
H 4.7605 -0.9580 -0.3393 -0.238 -0.058 -0.184 0.21
C 3.0561 1.6754 0.1846 -0.104 0.325 -0.170 -0.52
C 3.4723 0.9276 1.4452 0.189 -0.044 0.408 -0.59
H 3.8668 1.6448 2.1763 -0.047 -0.093 -0.119 0.22
H 4.2678 0.2028 1.2501 -0.176 0.136 0.051 0.22
H 2.6453 0.4003 1.9312 0.115 0.068 -0.246 0.20
C 0.7190 -1.5306 0.8357 0.085 0.178 0.625 0.24
C -4.0462 -2.7139 -1.0953 0.073 -0.174 0.002 -0.61
H -4.7704 -2.6005 -0.2768 0.239 -0.070 -0.347 0.21
H -4.3075 -2.0180 -1.8998 -0.055 -0.179 0.176 0.21
H -4.1411 -3.7351 -1.4945 -0.058 0.287 0.096 0.23
C 4.1624 0.0500 -2.8406 0.036 -0.180 0.019 -0.61
H 4.6735 -0.7715 -3.3656 -0.087 0.290 0.104 0.23
H 3.6464 0.6556 -3.5938 0.219 -0.093 0.120 0.21
H 4.9256 0.6680 -2.3471 -0.265 -0.249 -0.254 0.21
C 4.2600 2.4001 -0.4378 0.128 0.115 0.254 -0.61
H 4.6061 3.1745 0.2668 -0.079 -0.239 -0.237 0.23
H 5.1038 1.7140 -0.6016 -0.286 0.223 0.048 0.21
H 4.0220 2.9063 -1.3816 0.138 -0.164 0.213 0.21
C -4.5739 -0.5745 1.4521 -0.115 0.048 0.336 -0.61
H -4.8762 -1.6305 1.5175 0.119 0.370 -0.033 0.21
H -4.9997 -0.0622 2.3310 0.092 -0.188 -0.270 0.22
H -5.0381 -0.1256 0.5643 0.093 -0.187 0.247 0.21
H -2.8125 0.6528 1.6092 -0.102 -0.239 -0.052 0.24
H 2.3140 2.4320 0.4896 0.173 -0.102 -0.103 0.24
H -1.9167 -2.6719 -1.4620 -0.225 -0.008 0.177 0.22
H 2.4606 -1.1965 -2.3684 0.236 0.153 0.077 0.22
O 1.1482 -2.3005 1.6455 -0.513 0.655 -1.418 -0.56
H -0.8086 0.6873 -2.9061 0.290 -0.605 0.717 0.39
H 0.4619 -1.6662 -0.4779 0.873 -2.378 0.265 -0.05
N -0.5625 2.5910 3.6957 -0.128 -0.100 0.370 -0.78
C -0.1402 1.6208 2.8570 0.162 0.324 0.183 0.37
N 0.4716 0.5753 3.4393 -0.206 0.227 -0.498 -0.77
S -0.3506 1.8170 1.1565 -0.116 1.052 1.621 -0.27
H -0.4804 2.4793 4.7092 -0.035 0.098 -0.678 0.40
H -1.0410 3.4232 3.3642 0.268 -0.524 -0.102 0.43
H 0.8308 -0.1826 2.8563 -0.260 0.268 0.371 0.45
H 0.5660 0.5446 4.4514 0.066 -0.197 -0.510 0.41
```
Forces are in eV/Å.

---

[3]
A cluster of 6 separate species, C18H42F3N2O9 in total at a distorted geometry, computed with ωB97M-V with the def2-TZVPD basis set.

The LUMO energy is -2.671 eV. The total energy is -1796.7327 Ha. The charge is +1. As for the spin multiplicity: 1. For the energy above the lowest of the compared OMol25 structures with the same formula, charge and spin, the calculation gives 0.00 kJ/mol. The calculation puts the gap between HOMO and LUMO at 8.7227 eV.

Geometry as XYZ:
```
74
Properties=species:S:1:pos:R:3:forces:R:3:lowdin_charge:R:1
O 1.8179 3.2636 3.0656 -0.381 -0.286 -0.471 0.11
N 1.0512 2.7754 2.3401 0.249 0.374 0.780 0.01
O 1.6562 1.6750 1.6582 0.251 -0.237 -0.869 -0.05
C 0.6894 1.0775 0.7711 -0.637 0.069 0.574 -0.32
C 1.4152 -0.0238 -0.0350 0.442 0.054 1.313 0.03
N 1.8138 0.3635 -1.4299 -0.080 -0.042 -0.403 0.07
C 2.1581 -0.8321 -2.2471 0.771 -0.328 -0.723 -0.65
F 1.2123 -1.7296 -2.2788 -0.277 -0.043 0.460 0.23
F 2.4240 -0.4614 -3.4809 -0.165 0.582 -0.373 0.22
F 3.2658 -1.3361 -1.7454 0.186 -0.288 0.603 0.23
C 0.8504 1.3154 -2.0739 -0.989 1.186 0.414 0.00
C 0.7577 2.5049 -1.0957 0.356 -0.887 -0.033 -0.29
C 0.1833 3.7503 -1.7575 1.935 0.547 -0.146 -0.03
C 1.4565 4.5376 -2.1640 -2.184 -1.305 -2.239 -0.31
C 1.3310 5.2865 -3.5928 1.212 1.123 1.562 0.01
O 2.1822 4.0060 -3.1884 0.854 0.740 2.012 -0.10
O 0.0180 2.0452 0.0201 0.007 -0.060 -0.077 -0.01
H -0.0924 0.5581 1.3518 0.505 0.469 -0.172 0.13
H 0.8269 -0.9395 -0.0009 -0.177 0.185 -0.601 0.14
H 2.3430 -0.2464 0.5013 -0.106 0.002 -0.117 0.16
H 2.7035 0.8722 -1.3601 -0.009 -0.018 -0.002 0.21
H 1.1705 1.6549 -3.0584 0.363 -0.367 0.099 0.15
H -0.1505 0.8685 -2.0780 0.438 -0.195 -0.242 0.13
H 1.7963 2.6958 -0.7589 -0.206 0.365 0.059 0.16
H -0.3737 4.3925 -1.0791 -0.339 -0.371 0.012 0.12
H -0.3088 3.5634 -2.7093 -0.435 -0.141 0.321 0.13
H 1.9985 5.0722 -1.3782 -0.092 0.078 -0.148 0.15
H 2.0216 5.4471 -4.4332 -1.582 -0.098 -1.041 0.13
H 1.7330 6.2108 -3.0548 0.959 -0.499 -0.351 0.09
C -3.0674 -2.4974 1.2492 0.143 0.070 0.046 -0.07
C -2.8074 -1.0411 1.5740 -0.116 -0.245 -0.262 -0.27
O -1.4973 -0.6500 1.1298 -0.248 -0.174 -0.058 -0.11
H -2.3202 -3.1356 1.7176 -0.069 -0.036 0.038 0.06
H -4.0554 -2.8039 1.5936 -0.009 -0.007 -0.032 0.09
H -3.0054 -2.6698 0.1701 -0.097 0.021 -0.009 0.07
H -2.8463 -0.8703 2.6478 0.127 0.079 -0.013 0.12
H -3.5503 -0.3949 1.0969 -0.025 0.051 0.091 0.11
H -1.4679 -0.7947 0.1753 -0.105 -0.069 -0.019 0.05
C -3.2512 -1.7577 -3.2958 0.100 -0.083 0.061 -0.07
C -2.6261 -0.6041 -2.5397 -0.066 -0.132 -0.333 -0.28
O -1.2336 -0.8562 -2.2717 -0.320 0.116 0.288 -0.13
H -3.1555 -2.6829 -2.7266 -0.055 0.025 0.044 0.08
H -4.3075 -1.5710 -3.4874 0.012 0.009 -0.023 0.09
H -2.7467 -1.9116 -4.2525 -0.069 0.068 -0.042 0.08
H -3.1173 -0.4649 -1.5770 0.126 0.035 0.060 0.11
H -2.7165 0.3254 -3.1098 -0.082 0.027 0.079 0.12
H -0.7924 -0.9751 -3.1187 -0.139 -0.224 -0.075 0.08
C -1.2919 -6.4615 -0.3586 -0.032 0.077 0.006 -0.09
C -0.7091 -6.0254 0.9739 -0.372 -0.254 -0.085 -0.32
O -1.7156 -5.4416 1.8054 0.170 0.152 -0.022 -0.10
H -1.7402 -5.6108 -0.8758 0.052 0.017 -0.009 0.07
H -0.5234 -6.8969 -0.9991 -0.024 -0.030 0.003 0.08
H -2.0817 -7.2021 -0.2124 0.066 -0.067 -0.015 0.08
H 0.0639 -5.2741 0.8271 -0.011 0.035 0.159 0.10
H -0.2629 -6.8734 1.4978 0.166 0.043 -0.076 0.11
H -2.3960 -6.1054 1.9507 -0.020 -0.018 0.041 0.08
C -0.5421 7.9588 1.0615 -0.033 -0.015 -0.094 -0.08
C 0.5129 6.8749 0.9545 0.128 0.407 0.173 -0.32
O 1.6330 7.3134 0.1832 -0.111 -0.348 -0.145 -0.09
H -0.8838 8.2571 0.0698 -0.023 -0.052 -0.001 0.08
H -1.4004 7.6155 1.6404 0.015 0.028 0.021 0.08
H -0.1318 8.8482 1.5438 -0.019 -0.041 0.086 0.08
H 0.1051 5.9951 0.4557 0.085 -0.017 -0.038 0.09
H 0.8594 6.5755 1.9487 -0.114 -0.111 0.009 0.11
H 2.0050 8.0821 0.6253 0.065 0.040 -0.045 0.08
C 2.5234 -4.3320 4.6661 0.000 0.026 -0.056 -0.09
C 1.5300 -5.2834 4.0252 0.291 -0.079 0.035 -0.31
O 1.9478 -5.6658 2.7144 -0.114 0.128 -0.063 -0.10
H 2.6439 -3.4378 4.0524 -0.060 0.017 0.018 0.07
H 2.1938 -4.0325 5.6618 0.030 -0.012 0.003 0.08
H 3.5067 -4.8000 4.7527 -0.025 -0.029 0.086 0.07
H 0.5553 -4.8081 3.9217 -0.021 -0.077 -0.118 0.11
H 1.4101 -6.1823 4.6379 -0.093 0.067 0.082 0.11
H 2.8024 -6.0995 2.7931 0.023 -0.027 0.004 0.08
```
Forces are in eV/Å.

---

- charge of number 1 (C18H42ClN2O11PS)?
  0